Molecular formula: C56H130F6N8O4
Method: DFT, wB97M-V/def2-TZVPD

Calculated values
Net charge = 0
SMILES = CCOC(=O)C(F)(F)F.CCOC(=O)C(F)(F)F.CCN(CC)CC.CCN(CC)CC.CCN(CC)CC.CCN(CC)CC.CCN(CC)CC.CCN(CC)CC.CCN(CC)CC.CCN(CC)CC
Gap between HOMO and LUMO = 8.71 eV

Bonds (Å) are listed after each position.
Geometry (Å):
1 C -15.14 19.53 1.85  C2 1.509, H10 1.062, H11 1.096, H12 1.081
2 C -16.43 20.08 2.39  C1 1.509, O3 1.487, H13 1.057, H14 1.112
3 O -16.15 21.14 3.39  C2 1.487, C4 1.280
4 C -16.89 22.19 3.43  O3 1.280, O5 1.231, C6 1.555
5 O -17.83 22.47 2.68  C4 1.231
6 C -16.51 23.14 4.60  C4 1.555, F7 1.312, F8 1.337, F9 1.323
7 F -15.83 24.20 4.25  C6 1.312
8 F -17.64 23.54 5.21  C6 1.337
9 F -15.79 22.56 5.54  C6 1.323
10 H -14.42 19.24 2.58  C1 1.062
11 H -14.60 20.29 1.27  C1 1.096
12 H -15.36 18.69 1.20  C1 1.081
13 H -16.98 19.41 2.99  C2 1.057
14 H -17.05 20.49 1.56  C2 1.112
15 C -12.49 20.97 5.32  C16 1.484, H24 1.117, H25 1.100, H26 1.086
16 C -12.58 22.10 4.36  C15 1.484, O17 1.488, H27 1.090, H28 1.119
17 O -11.35 22.19 3.52  C16 1.488, C18 1.304
18 C -11.27 21.31 2.56  O17 1.304, O19 1.227, C20 1.551
19 O -12.11 20.47 2.24  C18 1.227
20 C -9.82 21.28 2.00  C18 1.551, F21 1.314, F22 1.383, F23 1.310
21 F -9.81 20.87 0.76  C20 1.314
22 F -9.24 22.53 2.07  C20 1.383
23 F -9.07 20.46 2.69  C20 1.310
24 H -12.52 20.05 4.69  C15 1.117
25 H -13.45 21.02 5.87  C15 1.100
26 H -11.65 21.03 6.00  C15 1.086
27 H -12.54 23.05 4.90  C16 1.090
28 H -13.52 22.02 3.76  C16 1.119
29 C -22.56 27.31 3.22  C30 1.523, H36 1.103, H37 1.094, H38 1.111
30 C -22.40 25.86 3.65  C29 1.523, N31 1.460, H39 1.114, H40 1.112
31 N -21.03 25.36 3.75  C30 1.460, C32 1.474, C34 1.438
32 C -20.29 25.54 2.49  N31 1.474, C33 1.535, H41 1.073, H42 1.114
33 C -20.74 24.66 1.32  C32 1.535, H43 1.100, H44 1.086, H45 1.084
34 C -20.98 23.99 4.19  N31 1.438, C35 1.507, H46 1.113, H47 1.101
35 C -21.25 23.90 5.67  C34 1.507, H48 1.109, H49 1.106, H50 1.086
36 H -23.55 27.62 3.58  C29 1.103
37 H -22.46 27.50 2.14  C29 1.094
38 H -21.79 27.89 3.77  C29 1.111
39 H -22.90 25.83 4.64  C30 1.114
40 H -23.00 25.15 3.04  C30 1.112
41 H -20.33 26.59 2.26  C32 1.073
42 H -19.22 25.34 2.70  C32 1.114
43 H -20.09 24.94 0.47  C33 1.100
44 H -20.58 23.62 1.60  C33 1.086
45 H -21.77 24.74 1.00  C33 1.084
46 H -19.98 23.57 3.93  C34 1.113
47 H -21.75 23.43 3.64  C34 1.101
48 H -22.28 24.22 5.93  C35 1.109
49 H -20.57 24.61 6.18  C35 1.106
50 H -21.14 22.90 6.09  C35 1.086
51 C -19.91 20.43 0.88  C52 1.501, H58 1.096, H59 1.100, H60 1.101
52 C -21.12 20.54 0.00  C51 1.501, N53 1.434, H61 1.122, H62 1.107
53 N -22.25 19.80 0.49  C52 1.434, C54 1.424, C56 1.435
54 C -23.26 19.63 -0.50  N53 1.424, C55 1.548, H63 1.124, H64 1.145
55 C -24.45 18.73 -0.08  C54 1.548, H65 1.091, H66 1.075, H67 1.121
56 C -22.76 20.19 1.77  N53 1.435, C57 1.547, H68 1.107, H69 1.097
57 C -23.53 21.54 1.80  C56 1.547, H70 1.093, H71 1.070, H72 1.076
58 H -19.79 19.38 1.14  C51 1.096
59 H -19.97 21.03 1.80  C51 1.100
60 H -19.02 20.74 0.31  C51 1.101
61 H -21.34 21.63 -0.17  C52 1.122
62 H -20.94 20.08 -0.99  C52 1.107
63 H -23.75 20.57 -0.87  C54 1.124
64 H -22.74 19.15 -1.40  C54 1.145
65 H -25.03 19.15 0.75  C55 1.091
66 H -25.12 18.60 -0.91  C55 1.075
67 H -24.05 17.75 0.30  C55 1.121
68 H -21.95 20.31 2.51  C56 1.107
69 H -23.32 19.36 2.21  C56 1.097
70 H -22.92 22.31 1.33  C57 1.093
71 H -23.72 21.86 2.80  C57 1.070
72 H -24.44 21.58 1.23  C57 1.076
73 C -12.82 19.32 -0.96  C74 1.519, H80 1.117, H81 1.106, H82 1.074
74 C -11.88 19.07 -2.12  C73 1.519, N75 1.444, H83 1.096, H84 1.108
75 N -12.35 18.21 -3.17  C74 1.444, C76 1.424, C78 1.455
76 C -11.63 18.37 -4.39  N75 1.424, C77 1.511, H85 1.117, H86 1.097
77 C -12.05 19.62 -5.13  C76 1.511, H87 1.069, H88 1.095, H89 1.069
78 C -12.37 16.82 -2.72  N75 1.455, C79 1.507, H90 1.092, H91 1.074
79 C -13.53 16.00 -3.23  C78 1.507, H92 1.073, H93 1.086, H94 1.101
80 H -12.36 19.96 -0.17  C73 1.117
81 H -13.01 18.38 -0.42  C73 1.106
82 H -13.78 19.69 -1.28  C73 1.074
83 H -11.56 19.99 -2.63  C74 1.096
84 H -10.91 18.67 -1.75  C74 1.108
85 H -10.52 18.34 -4.25  C76 1.117
86 H -11.88 17.50 -5.01  C76 1.097
87 H -13.12 19.67 -5.12  C77 1.069
88 H -11.67 20.52 -4.63  C77 1.095
89 H -11.70 19.57 -6.14  C77 1.069
90 H -12.39 16.86 -1.63  C78 1.092
91 H -11.42 16.38 -2.96  C78 1.074
92 H -14.47 16.23 -2.77  C79 1.073
93 H -13.37 14.94 -3.04  C79 1.086
94 H -13.68 16.10 -4.31  C79 1.101
95 C -15.53 18.14 5.25  C96 1.504, H102 1.098, H103 1.076, H104 1.104
96 C -16.83 17.70 5.87  C95 1.504, N97 1.451, H105 1.084, H106 1.095
97 N -18.06 18.31 5.41  C96 1.451, C98 1.529, C100 1.466
98 C -19.22 17.48 5.96  N97 1.529, C99 1.485, H107 1.083, H108 1.105
99 C -19.37 16.17 5.27  C98 1.485, H109 1.079, H110 1.099, H111 1.098
100 C -18.17 19.70 5.87  N97 1.466, C101 1.501, H112 1.096, H113 1.112
101 C -19.27 20.41 5.14  C100 1.501, H114 1.048, H115 1.089, H116 1.099
102 H -15.22 19.16 5.52  C95 1.098
103 H -15.50 18.05 4.17  C95 1.076
104 H -14.72 17.49 5.64  C95 1.104
105 H -16.92 16.64 5.67  C96 1.084
106 H -16.74 17.76 6.96  C96 1.095
107 H -20.14 18.01 5.78  C98 1.083
108 H -19.07 17.44 7.05  C98 1.105
109 H -20.08 15.50 5.73  C99 1.079
110 H -18.43 15.61 5.19  C99 1.099
111 H -19.72 16.37 4.25  C99 1.098
112 H -18.36 19.71 6.95  C100 1.096
113 H -17.22 20.28 5.84  C100 1.112
114 H -20.20 19.93 5.24  C101 1.048
115 H -19.40 21.42 5.54  C101 1.089
116 H -19.05 20.44 4.07  C101 1.099
117 C -17.48 22.08 8.46  C118 1.490, H124 1.053, H125 1.091, H126 1.126
118 C -17.07 23.51 8.55  C117 1.490, N119 1.452, H127 1.104, H128 1.106
119 N -16.12 23.70 9.63  C118 1.452, C120 1.469, C122 1.435
120 C -14.95 24.46 9.17  N119 1.469, C121 1.544, H129 1.114, H130 1.085
121 C -14.06 23.65 8.21  C120 1.544, H131 1.071, H132 1.126, H133 1.098
122 C -16.78 24.22 10.79  N119 1.435, C123 1.482, H134 1.080, H135 1.091
123 C -15.99 24.09 12.03  C122 1.482, H136 1.094, H137 1.061, H138 1.100
124 H -18.07 21.84 7.61  C117 1.053
125 H -18.10 21.85 9.32  C117 1.091
126 H -16.56 21.43 8.50  C117 1.126
127 H -16.61 23.80 7.59  C118 1.104
128 H -17.97 24.15 8.64  C118 1.106
129 H -15.29 25.39 8.66  C120 1.114
130 H -14.30 24.77 9.98  C120 1.085
131 H -14.64 23.35 7.36  C121 1.071
132 H -13.15 24.20 7.85  C121 1.126
133 H -13.79 22.81 8.86  C121 1.098
134 H -17.67 23.61 10.88  C122 1.080
135 H -17.17 25.23 10.65  C122 1.091
136 H -14.97 24.49 11.98  C123 1.094
137 H -15.91 23.05 12.25  C123 1.061
138 H -16.52 24.51 12.90  C123 1.100
139 C -15.83 22.64 -0.05  C140 1.511, H146 1.106, H147 1.101, H148 1.121
140 C -16.49 23.98 -0.27  C139 1.511, N141 1.482, H149 1.059, H150 1.093
141 N -16.82 24.31 -1.67  C140 1.482, C142 1.465, C144 1.443
142 C -17.47 23.23 -2.42  N141 1.465, C143 1.528, H151 1.075, H152 1.083
143 C -18.90 22.92 -1.99  C142 1.528, H153 1.079, H154 1.112, H155 1.095
144 C -17.49 25.58 -1.83  N141 1.443, C145 1.535, H156 1.106, H157 1.100
145 C -16.70 26.84 -1.45  C144 1.535, H158 1.058, H159 1.075, H160 1.096
146 H -16.49 21.81 -0.36  C139 1.106
147 H -15.55 22.51 1.01  C139 1.101
148 H -14.96 22.52 -0.76  C139 1.121
149 H -17.37 24.08 0.31  C140 1.059
150 H -15.80 24.77 0.04  C140 1.093
151 H -17.43 23.51 -3.46  C142 1.075
152 H -16.82 22.38 -2.28  C142 1.083
153 H -18.94 22.93 -0.91  C143 1.079
154 H -19.60 23.68 -2.41  C143 1.112
155 H -19.25 21.93 -2.32  C143 1.095
156 H -18.44 25.60 -1.26  C144 1.106
157 H -17.76 25.73 -2.88  C144 1.100
158 H -16.70 26.96 -0.40  C145 1.058
159 H -17.15 27.71 -1.90  C145 1.075
160 H -15.66 26.70 -1.75  C145 1.096
161 C -10.22 16.36 0.53  C162 1.551, H168 1.067, H169 1.102, H170 1.093
162 C -11.56 15.99 1.21  C161 1.551, N163 1.449, H171 1.072, H172 1.087
163 N -11.41 15.30 2.48  C162 1.449, C164 1.481, C166 1.474
164 C -10.86 13.93 2.36  N163 1.481, C165 1.508, H173 1.080, H174 1.070
165 C -11.81 12.97 1.68  C164 1.508, H175 1.079, H176 1.094, H177 1.085
166 C -10.72 16.16 3.46  N163 1.474, C167 1.533, H178 1.075, H179 1.093
167 C -11.77 17.20 3.87  C166 1.533, H180 1.075, H181 1.077, H182 1.095
168 H -9.46 15.64 0.76  C161 1.067
169 H -9.83 17.38 0.71  C161 1.102
170 H -10.34 16.31 -0.55  C161 1.093
171 H -12.17 16.84 1.44  C162 1.072
172 H -12.12 15.35 0.54  C162 1.087
173 H -9.88 13.87 1.91  C164 1.080
174 H -10.68 13.61 3.36  C164 1.070
175 H -12.81 13.05 2.07  C165 1.079
176 H -11.79 13.21 0.62  C165 1.094
177 H -11.64 11.91 1.83  C165 1.085
178 H -9.82 16.64 3.13  C166 1.075
179 H -10.48 15.48 4.28  C166 1.093
180 H -11.55 17.54 4.87  C167 1.075
181 H -12.69 16.65 3.93  C167 1.077
182 H -11.94 18.04 3.19  C167 1.095
183 C -15.77 14.73 -0.62  C184 1.536, H190 1.111, H191 1.111, H192 1.080
184 C -15.45 16.15 -0.15  C183 1.536, N185 1.453, H193 1.117, H194 1.120
185 N -16.48 17.17 -0.25  C184 1.453, C186 1.445, C188 1.488
186 C -17.65 16.87 0.55  N185 1.445, C187 1.545, H195 1.102, H196 1.109
187 C -17.37 16.42 2.00  C186 1.545, H197 1.045, H198 1.101, H199 1.091
188 C -16.77 17.70 -1.61  N185 1.488, C189 1.519, H200 1.135, H201 1.131
189 C -17.41 19.08 -1.58  C188 1.519, H202 1.075, H203 1.075, H204 1.077
190 H -16.74 14.44 -0.16  C183 1.111
191 H -15.01 14.04 -0.21  C183 1.111
192 H -15.85 14.63 -1.70  C183 1.080
193 H -15.23 16.09 0.95  C184 1.117
194 H -14.54 16.59 -0.64  C184 1.120
195 H -18.29 16.09 0.12  C186 1.102
196 H -18.22 17.83 0.53  C186 1.109
197 H -18.27 16.46 2.51  C187 1.045
198 H -16.68 17.09 2.54  C187 1.101
199 H -16.98 15.40 2.03  C187 1.091
200 H -15.75 17.79 -2.09  C188 1.135
201 H -17.39 17.00 -2.26  C188 1.131
202 H -18.42 19.08 -1.21  C189 1.075
203 H -16.80 19.70 -0.95  C189 1.075
204 H -17.45 19.51 -2.57  C189 1.077